Entry 1:
DFT (ωB97M-V/def2-TZVPD) results for a structure of composition C33H35BrF3N7O3PReS at a distorted geometry.

```
85
C33H35BrF3N7O3PReS, DFT ωB97M-V/def2-TZVPD
Re -0.060 1.012 -0.015
O 0.699 -4.068 1.998
C 1.954 -3.530 2.026
C 3.084 -4.288 2.318
C 4.335 -3.695 2.333
C 4.479 -2.340 2.045
C 3.358 -1.591 1.738
C 2.094 -2.177 1.719
C 0.877 -1.343 1.393
O 0.955 -0.683 0.175
N 0.690 -0.340 2.440
N 0.306 0.866 2.101
C -0.007 1.696 3.102
C 0.015 3.096 3.024
Br 1.182 3.839 1.718
C -0.562 3.956 3.944
C -1.543 3.643 4.918
C -1.718 4.562 5.984
C -2.619 4.306 6.989
C -3.384 3.141 6.958
C -3.257 2.238 5.898
C -2.366 2.487 4.884
H 0.703 -4.935 2.421
H 2.975 -5.339 2.562
H 5.204 -4.290 2.578
H 5.452 -1.871 2.094
H 3.450 -0.532 1.521
H -0.003 -1.998 1.397
H 0.745 -0.606 3.418
H -0.130 1.277 4.098
H -0.229 4.988 3.925
H -1.105 5.454 6.019
H -2.740 5.010 7.801
H -4.106 2.949 7.742
H -3.887 1.359 5.864
H -2.343 1.831 4.024
O -1.899 0.112 0.115
N -2.535 -0.269 -1.029
C -3.762 -0.812 -0.870
C -4.490 -1.214 -1.952
C -3.945 -1.060 -3.230
C -2.696 -0.500 -3.364
C -1.979 -0.080 -2.239
S -0.437 0.692 -2.367
H -4.108 -0.886 0.150
H -5.474 -1.634 -1.804
H -4.507 -1.363 -4.104
H -2.241 -0.346 -4.333
C 3.572 -4.160 -2.832
N 2.060 -4.235 -3.108
C 1.840 -3.952 -4.602
N 2.414 -2.711 -4.961
C 3.845 -2.684 -4.678
N 4.086 -2.916 -3.259
C 3.667 -1.788 -2.427
P 1.821 -1.456 -2.537
C 1.309 -3.246 -2.264
C 1.710 -1.549 -4.412
H 4.040 -4.976 -3.382
H 3.720 -4.298 -1.761
H 1.735 -5.179 -2.897
H 0.765 -3.953 -4.782
H 2.305 -4.765 -5.160
H 4.251 -1.714 -4.957
H 4.347 -3.455 -5.264
H 4.192 -0.890 -2.758
H 3.934 -1.979 -1.385
H 0.245 -3.339 -2.486
H 1.464 -3.489 -1.211
H 2.145 -0.642 -4.834
H 0.660 -1.580 -4.711
F -3.010 6.781 -2.670
C -3.658 5.737 -2.163
F -4.643 6.171 -1.379
F -4.204 5.049 -3.178
C -2.728 4.809 -1.410
C -1.373 4.768 -1.696
C -0.612 3.772 -1.128
N -1.119 2.848 -0.289
C -2.410 2.974 0.067
C -3.249 3.919 -0.483
H -0.921 5.485 -2.367
H 0.443 3.696 -1.358
H -2.776 2.273 0.805
H -4.295 3.946 -0.211
```

E	-151784.1897	eV
Kohn-Sham gap (alpha / beta)	0.218 / 0.164	Eh
total charge	+3
⟨S²⟩	3.827
relative energy (zero: lowest compared OMol25 entry of this formula, charge and spin)	1.956	eV
spin multiplicity	4

***

Entry 2:
DFT (ωB97M-V/def2-TZVPD) results for a structure of composition C33H35CdF3GeN6O5Se.

```
85
C33H35CdF3GeN6O5Se, DFT ωB97M-V/def2-TZVPD
Cd 0.506 -0.264 -0.115
O 1.546 5.573 -2.868
C 1.353 4.347 -2.282
C 2.351 3.388 -2.258
C 2.079 2.168 -1.660
N 0.898 1.905 -1.114
C -0.050 2.837 -1.109
C 0.127 4.080 -1.693
C -1.360 2.482 -0.395
O -2.274 3.325 -0.454
O -1.386 1.364 0.177
C 3.156 1.068 -1.578
O 4.292 1.393 -1.972
O 2.763 -0.018 -1.104
H 2.438 5.582 -3.229
H 3.338 3.546 -2.678
H -0.675 4.803 -1.674
C 0.099 -5.690 5.466
C 0.519 -4.681 4.430
C 1.832 -4.232 4.318
C 2.205 -3.267 3.405
C 1.289 -2.663 2.491
N 1.617 -1.716 1.611
C 2.952 -1.349 1.490
C 3.922 -2.170 0.908
C 5.188 -1.698 0.615
C 5.556 -0.383 0.886
C 6.849 0.191 0.377
C 4.624 0.428 1.513
C 3.363 -0.053 1.823
N 2.418 0.839 2.417
C 2.543 1.528 3.568
C 1.390 2.264 3.728
C 0.606 1.940 2.605
N 1.243 1.085 1.825
C -0.051 -3.145 2.625
C -0.401 -4.096 3.566
N -1.097 -2.663 1.783
C -2.079 -3.419 1.244
C -3.015 -2.563 0.717
C -2.502 -1.282 0.981
N -1.351 -1.347 1.635
H 0.954 -6.281 5.802
H -0.338 -5.219 6.354
H -0.647 -6.385 5.073
H 2.592 -4.648 4.976
H 3.240 -2.954 3.366
H 3.628 -3.173 0.626
H 5.891 -2.348 0.103
H 7.598 -0.590 0.224
H 6.664 0.685 -0.581
H 7.263 0.931 1.067
H 4.847 1.473 1.703
H 3.429 1.425 4.172
H 1.143 2.923 4.543
H -0.384 2.260 2.326
H -1.449 -4.376 3.629
H -2.009 -4.493 1.251
H -3.897 -2.824 0.157
H -2.873 -0.310 0.697
C -5.588 1.611 -4.666
Ge -4.865 2.258 -2.951
C -3.892 3.918 -3.252
C -6.378 2.592 -1.738
C -3.700 0.891 -2.195
Se -2.045 0.700 -3.221
C -2.547 -0.929 -4.147
H -6.246 2.359 -5.113
H -6.155 0.688 -4.532
H -4.768 1.416 -5.360
H -4.571 4.724 -3.541
H -3.160 3.769 -4.047
H -3.360 4.178 -2.336
H -7.046 3.354 -2.146
H -5.998 2.940 -0.777
H -6.955 1.680 -1.573
H -4.169 -0.093 -2.155
H -3.411 1.176 -1.183
H -3.409 -0.764 -4.793
H -2.743 -1.709 -3.415
H -1.685 -1.227 -4.740
F -1.181 -2.437 -1.737
C 0.108 -1.935 -1.614
F 0.851 -3.069 -1.361
F 0.439 -1.626 -2.921
```

E	-188549.8729	eV
Kohn-Sham gap	0.215	Eh
total charge	-2
relative energy (zero: lowest compared OMol25 entry of this formula, charge and spin)	0.000	eV
spin multiplicity	1

***

Entry 3:
DFT (ωB97M-V/def2-TZVPD) results for a structure of composition C33H35CeN4S2.

```
75
C33H35CeN4S2, DFT ωB97M-V/def2-TZVPD
Ce -0.258 -0.092 -0.112
S 2.542 -0.568 0.425
C 2.912 0.138 1.914
N 4.104 0.598 2.192
C 4.427 1.030 3.561
C 3.727 0.113 4.528
N 2.286 0.148 4.241
C 1.405 0.165 5.435
C 1.593 1.444 6.208
C 2.080 1.405 7.508
C 2.266 2.583 8.220
C 1.973 3.801 7.627
C 1.486 3.845 6.326
C 1.294 2.670 5.618
C 1.861 0.232 3.011
S 0.238 0.519 2.616
C 5.182 0.646 1.177
C 5.845 -0.694 0.961
C 6.036 -1.150 -0.336
C 6.683 -2.356 -0.565
C 7.131 -3.117 0.503
C 6.939 -2.668 1.803
C 6.303 -1.458 2.030
H 4.122 2.070 3.698
H 5.506 0.965 3.682
H 3.861 0.463 5.549
H 4.085 -0.916 4.447
H 1.698 -0.699 6.034
H 0.384 0.020 5.092
H 2.303 0.453 7.976
H 2.637 2.548 9.235
H 2.116 4.720 8.180
H 1.246 4.796 5.871
H 0.892 2.707 4.611
H 5.888 1.397 1.532
H 4.739 1.006 0.249
H 5.681 -0.561 -1.173
H 6.837 -2.701 -1.579
H 7.635 -4.057 0.326
H 7.298 -3.255 2.638
H 6.188 -1.113 3.051
C -6.134 2.041 -0.071
C -5.181 1.167 0.745
C -4.906 -0.170 0.098
C -5.939 -1.110 0.080
C -5.769 -2.372 -0.450
C -4.533 -2.740 -0.961
C -3.477 -1.842 -0.962
C -2.138 -2.288 -1.505
C -1.639 -1.594 -2.773
C -3.681 -0.550 -0.454
N -2.559 0.347 -0.490
C -2.714 1.535 -1.028
C -1.657 2.456 -1.160
C -1.684 3.746 -1.684
C -0.385 4.248 -1.582
C 0.384 3.248 -1.006
N -0.357 2.146 -0.734
H -6.358 2.967 0.458
H -7.076 1.526 -0.255
H -5.721 2.303 -1.047
H -5.629 0.976 1.723
H -4.255 1.708 0.949
H -6.895 -0.835 0.510
H -6.588 -3.077 -0.449
H -4.386 -3.736 -1.362
H -2.179 -3.362 -1.691
H -1.381 -2.249 -0.688
H -2.375 -1.726 -3.567
H -0.699 -2.020 -3.128
H -1.535 -0.506 -2.671
H -3.685 1.820 -1.428
H -2.550 4.249 -2.084
H -0.037 5.221 -1.885
H 1.440 3.273 -0.780
```

E	-75337.1760	eV
Kohn-Sham gap (alpha / beta)	0.234 / 0.235	Eh
total charge	+2
⟨S²⟩	0.751
spin multiplicity	2

***

Entry 4:
DFT (ωB97M-V/def2-TZVPD) results for a structure of composition C33H35CrF5N4OP2 at a distorted geometry.

```
81
C33H35CrF5N4OP2, DFT ωB97M-V/def2-TZVPD
Cr -0.736 1.490 -2.442
C -1.601 1.881 -4.123
C -1.747 0.485 -3.995
C -0.935 -0.528 -4.731
C 0.592 -0.279 -4.712
C 1.105 0.582 -3.584
C 0.951 2.000 -3.569
C 0.634 2.711 -4.866
C -0.798 2.485 -5.286
C 1.327 0.668 1.817
H -2.424 2.529 -3.749
H -2.685 0.035 -3.660
H -1.246 -0.695 -5.780
H -1.149 -1.507 -4.266
H 1.064 -1.274 -4.668
H 0.835 0.115 -5.706
H 2.123 0.248 -3.294
H 1.454 2.643 -2.836
H 1.294 2.396 -5.681
H 0.816 3.775 -4.689
H -1.267 3.442 -5.529
H -0.834 1.891 -6.210
H 0.651 1.396 1.427
H 2.162 1.229 2.264
H 0.853 0.048 2.592
P 1.846 -0.225 0.350
P -0.974 -1.219 0.868
N 2.849 0.950 -0.396
N 2.736 -1.426 1.106
N -1.741 0.292 0.182
N -2.442 -2.050 1.075
C 0.966 -1.133 -0.947
C -0.417 -1.794 -0.770
C 2.697 2.335 -0.206
C 3.842 2.979 -0.615
C 4.706 1.991 -1.194
C 4.059 0.768 -1.094
C 3.488 -1.157 2.257
C 4.175 -2.301 2.576
C 3.847 -3.297 1.608
C 2.942 -2.753 0.734
C -1.462 1.573 0.657
C -1.989 2.542 -0.172
C -2.554 1.887 -1.312
C -2.212 0.491 -1.138
C -3.651 -2.079 0.374
C -4.601 -2.705 1.172
C -3.949 -3.083 2.405
C -2.640 -2.676 2.314
H 1.766 -1.893 -1.034
H 0.950 -0.601 -1.906
H -1.102 -1.590 -1.621
H -0.322 -2.890 -0.778
H 1.854 2.757 0.315
H 4.028 4.034 -0.454
H 5.687 2.172 -1.614
H 4.370 -0.212 -1.424
H 3.501 -0.168 2.693
H 4.836 -2.407 3.413
H 4.213 -4.302 1.535
H 2.493 -3.195 -0.142
H -1.143 1.640 1.698
H -2.130 3.600 0.041
H -3.231 2.379 -2.039
H -2.529 -0.374 -1.730
H -3.724 -1.667 -0.624
H -5.643 -2.847 0.921
H -4.377 -3.568 3.273
H -1.794 -2.726 2.981
F -1.572 -0.931 8.645
C -1.498 -0.610 7.341
C -2.154 0.541 6.876
F -2.752 1.359 7.773
C -2.169 0.828 5.522
F -2.710 1.968 5.039
C -1.569 -0.083 4.563
O -1.758 -0.032 3.317
C -0.708 -1.101 5.138
F 0.089 -1.819 4.290
C -0.755 -1.422 6.476
F -0.106 -2.513 6.960
```

E	-103373.0751	eV
Kohn-Sham gap (alpha / beta)	0.216 / 0.190	Eh
⟨S²⟩	6.071
spin multiplicity	5

***

Entry 5:
DFT (ωB97M-V/def2-TZVPD) results for a structure of composition C33H35MnN8O4S2 at a distorted geometry.

```
83
C33H35MnN8O4S2, DFT ωB97M-V/def2-TZVPD
Mn -0.984 -0.444 1.369
C 2.094 1.391 -0.884
C 1.293 0.655 0.139
N 0.165 1.071 0.601
N -0.220 2.336 0.280
C -1.523 2.517 0.411
N -1.926 3.807 0.135
S -2.723 1.381 0.818
C 1.725 -0.651 0.677
C 2.881 -1.304 0.261
C 3.218 -2.511 0.852
C 2.411 -3.036 1.847
C 1.263 -2.339 2.196
N 0.937 -1.183 1.636
H 1.432 2.055 -1.436
H 2.548 0.691 -1.585
H 2.889 2.001 -0.443
H -1.203 4.506 0.192
H -2.834 4.059 0.486
H 3.486 -0.891 -0.533
H 4.103 -3.043 0.524
H 2.636 -3.979 2.324
H 0.567 -2.715 2.935
O -2.770 -3.103 3.849
C -2.278 -2.146 3.262
O -1.823 -2.104 2.072
C -2.158 -0.818 3.996
C -2.738 -0.624 5.241
C -2.652 0.627 5.824
C -1.997 1.641 5.139
C -1.441 1.358 3.907
N -1.509 0.152 3.348
H -3.241 -1.461 5.703
H -3.098 0.817 6.793
H -1.910 2.638 5.550
H -0.932 2.120 3.332
C 2.382 2.559 2.937
N 3.219 1.399 3.119
C 4.519 1.287 2.486
C 5.005 -0.096 2.944
N 4.097 -0.391 4.042
C 3.012 0.446 4.047
S 1.698 0.283 5.046
H 2.464 2.902 1.907
H 2.660 3.367 3.622
H 1.350 2.278 3.121
H 5.188 2.087 2.823
H 4.423 1.357 1.402
H 6.039 -0.066 3.289
H 4.923 -0.835 2.144
H 3.930 -1.337 4.339
C 1.826 1.004 -5.856
C 0.505 0.947 -5.129
C -0.012 2.117 -4.581
C -1.213 2.093 -3.889
C -1.924 0.915 -3.760
C -1.429 -0.262 -4.321
N -2.166 -1.453 -4.285
C -3.106 -1.663 -3.220
C -4.455 -1.759 -3.525
C -5.389 -1.962 -2.517
C -4.969 -2.056 -1.198
C -3.620 -1.957 -0.889
C -2.678 -1.777 -1.895
C -1.203 -1.738 -1.541
O -0.403 -2.340 -2.266
O -0.927 -1.109 -0.481
C -0.191 -0.253 -4.989
C 0.363 -1.560 -5.489
H 2.125 2.041 -6.013
H 1.777 0.519 -6.833
H 2.623 0.511 -5.291
H 0.540 3.045 -4.684
H -1.597 2.995 -3.432
H -2.855 0.906 -3.209
H -1.572 -2.264 -4.377
H -4.757 -1.657 -4.560
H -6.442 -2.037 -2.763
H -5.692 -2.203 -0.404
H -3.278 -2.029 0.137
H 0.374 -2.295 -4.679
H 1.386 -1.460 -5.843
H -0.238 -1.972 -6.307
```

E	-107896.3292	eV
Kohn-Sham gap (alpha / beta)	0.260 / 0.240	Eh
total charge	-1
⟨S²⟩	0.867
relative energy (zero: lowest compared OMol25 entry of this formula, charge and spin)	0.285	eV
spin multiplicity	2

***

Entry 6:
DFT (ωB97M-V/def2-TZVPD) results for a structure of composition C33H35N5OS3Sm.

```
78
C33H35N5OS3Sm, DFT ωB97M-V/def2-TZVPD
Sm 1.329 0.329 0.976
C 7.188 0.583 0.437
C 5.975 1.168 1.159
C 5.248 2.220 0.357
C 5.829 3.483 0.246
C 5.194 4.517 -0.414
C 3.943 4.307 -0.976
C 3.333 3.065 -0.898
C 1.981 2.859 -1.527
C 2.024 2.156 -2.881
C 4.007 2.023 -0.249
N 3.327 0.772 -0.122
C 3.914 -0.347 -0.449
C 3.407 -1.611 -0.049
C 3.810 -2.880 -0.463
C 3.035 -3.796 0.247
C 2.205 -3.048 1.076
N 2.410 -1.724 0.923
H 7.687 -0.161 1.056
H 7.911 1.363 0.201
H 6.911 0.109 -0.506
H 6.312 1.637 2.087
H 5.299 0.366 1.463
H 6.791 3.654 0.711
H 5.661 5.490 -0.474
H 3.428 5.120 -1.474
H 1.487 3.829 -1.623
H 1.318 2.290 -0.850
H 2.656 2.712 -3.574
H 1.028 2.079 -3.317
H 2.438 1.150 -2.794
H 4.832 -0.322 -1.037
H 4.576 -3.094 -1.190
H 3.075 -4.870 0.188
H 1.475 -3.417 1.782
S 2.093 2.185 2.827
C 0.515 2.674 2.334
N -0.329 1.873 1.678
C -1.507 2.548 1.325
C -2.571 2.031 0.591
C -3.666 2.837 0.349
C -3.712 4.152 0.817
C -2.652 4.685 1.525
C -1.552 3.871 1.766
S -0.077 4.273 2.590
H -2.542 1.030 0.191
H -4.497 2.440 -0.218
H -4.579 4.763 0.615
H -2.679 5.706 1.877
C -1.843 -3.252 3.395
C -2.943 -2.203 3.306
C -3.426 -1.962 1.884
N -2.333 -1.358 1.118
C -1.992 -1.559 -0.135
S -0.552 -1.006 -0.833
N -2.864 -2.276 -0.931
C -4.219 -1.892 -1.060
O -4.648 -0.942 -0.451
C -5.010 -2.694 -2.025
C -4.622 -3.966 -2.435
C -5.414 -4.674 -3.325
C -6.587 -4.109 -3.805
C -6.978 -2.842 -3.393
C -6.194 -2.134 -2.500
H -1.540 -3.419 4.427
H -0.953 -2.956 2.833
H -2.184 -4.205 2.989
H -2.601 -1.253 3.732
H -3.806 -2.494 3.906
H -4.299 -1.310 1.841
H -3.681 -2.903 1.394
H -1.746 -0.713 1.638
H -2.433 -2.642 -1.770
H -3.725 -4.430 -2.044
H -5.119 -5.666 -3.637
H -7.204 -4.663 -4.500
H -7.893 -2.407 -3.768
H -6.481 -1.148 -2.162
```

E	-94696.1112	eV
Kohn-Sham gap (alpha / beta)	0.270 / 0.286	Eh
total charge	+1
⟨S²⟩	8.760
relative energy (zero: lowest compared OMol25 entry of this formula, charge and spin)	0.000	eV
spin multiplicity	6